[1]
{"formula": "C21H52BBrIN3OSi", "method": "wB97M-V/def2-TZVPD", "symbols": ["C", "C", "C", "Br", "Si", "C", "C", "C", "I", "C", "C", "N", "N", "N", "B", "C", "O", "H", "H", "H", "H", "H", "H", "H", "H", "H", "H", "H", "H", "H", "H", "H", "H", "H", "H", "H", "H", "H", "H", "H", "H", "C", "C", "C", "C", "C", "C", "H", "H", "H", "H", "H", "H", "H", "H", "H", "H", "H", "H", "H", "H", "C", "C", "C", "C", "C", "C", "H", "H", "H", "H", "H", "H", "H", "H", "H", "H", "H", "H", "H", "H"], "positions_angstrom": [[2.013, -6.218, 2.274], [1.120, -5.325, 1.416], [1.744, -5.006, 0.055], [1.343, -6.430, -1.219], [1.488, -3.246, -0.614], [2.833, -2.925, -1.927], [4.268, -3.265, -1.518], [5.289, -2.258, -2.034], [4.856, -5.207, -2.220], [-0.155, -2.710, -1.427], [-1.391, -3.599, -1.523], [-1.527, -4.356, -0.278], [-1.297, -4.497, -2.651], [-2.535, -2.696, -1.805], [1.815, -1.876, 0.857], [3.204, -1.281, 1.271], [0.695, -1.425, 1.549], [1.455, -6.611, 3.122], [2.886, -5.682, 2.639], [2.336, -7.075, 1.684], [0.167, -5.819, 1.267], [0.913, -4.392, 1.945], [2.827, -5.104, 0.168], [2.786, -1.866, -2.186], [2.551, -3.482, -2.821], [4.358, -3.328, -0.437], [4.925, -1.248, -1.835], [6.260, -2.391, -1.567], [5.397, -2.356, -3.112], [0.071, -2.380, -2.443], [-0.481, -1.805, -0.911], [-1.747, -3.730, 0.488], [-2.284, -5.024, -0.359], [-1.712, -5.393, -2.437], [-0.335, -4.666, -2.897], [-2.841, -2.247, -0.949], [-3.309, -3.247, -2.156], [3.094, -0.215, 1.487], [4.001, -1.398, 0.543], [3.489, -1.745, 2.219], [0.415, -0.540, 1.302], [0.477, 5.331, -0.300], [1.456, 4.649, -1.251], [0.769, 3.795, -2.315], [-0.051, 2.627, -1.764], [0.738, 1.647, -0.899], [1.864, 0.942, -1.649], [-0.120, 4.605, 0.255], [1.007, 5.944, 0.430], [-0.208, 5.981, -0.848], [2.161, 4.039, -0.679], [2.056, 5.412, -1.752], [1.522, 3.416, -3.011], [0.107, 4.433, -2.909], [-0.490, 2.081, -2.605], [-0.896, 3.011, -1.185], [0.039, 0.891, -0.521], [1.142, 2.158, -0.020], [1.468, 0.381, -2.499], [2.378, 0.240, -0.988], [2.614, 1.640, -2.022], [-4.277, 6.205, 3.222], [-3.295, 5.528, 2.270], [-3.980, 4.680, 1.198], [-4.804, 3.509, 1.736], [-4.019, 2.519, 2.595], [-2.891, 1.825, 1.839], [-4.872, 5.477, 3.774], [-3.752, 6.819, 3.954], [-4.964, 6.853, 2.673], [-2.591, 4.917, 2.841], [-2.696, 6.295, 1.773], [-3.224, 4.307, 0.501], [-4.638, 5.325, 0.606], [-5.242, 2.972, 0.889], [-5.648, 3.893, 2.315], [-4.710, 1.762, 2.973], [-3.615, 3.026, 3.475], [-3.280, 1.274, 0.979], [-2.370, 1.116, 2.485], [-2.150, 2.540, 1.473]], "lowdin_charge": [-0.109, -0.367, -0.772, 0.645, 0.678, -0.332, -0.848, -0.191, 0.849, -0.184, -0.731, 0.083, 0.081, 0.060, -0.504, -0.034, 0.053, 0.071, 0.073, 0.067, 0.075, 0.093, 0.017, 0.060, 0.058, 0.044, 0.069, 0.070, 0.066, 0.088, 0.065, 0.083, 0.079, 0.067, 0.033, 0.061, 0.062, 0.068, 0.037, 0.080, 0.080, -0.110, -0.267, -0.223, -0.219, -0.261, -0.089, 0.055, 0.071, 0.076, 0.098, 0.105, 0.101, 0.111, 0.115, 0.093, 0.091, 0.103, 0.083, 0.048, 0.075, -0.110, -0.272, -0.228, -0.227, -0.266, -0.112, 0.065, 0.069, 0.075, 0.097, 0.102, 0.091, 0.110, 0.110, 0.100, 0.105, 0.099, 0.075, 0.068, 0.054], "smiles": "CC[C@@H](Br)[Si@@](C[C@H](C)I)(CC(N)(N)N)B(C)O.CCCCCC.CCCCCC", "homo_energy_ev": -8.8, "molar_mass_g_mol": 608.37}

***

[2]
{"formula": "C21H53BN4O8S", "method": "wB97M-V/def2-TZVPD", "symbols": ["C", "O", "C", "C", "N", "C", "C", "O", "C", "H", "H", "H", "H", "H", "H", "H", "H", "H", "H", "H", "H", "H", "H", "H", "C", "O", "C", "C", "N", "C", "C", "O", "C", "H", "H", "H", "H", "H", "H", "H", "H", "H", "H", "H", "H", "H", "H", "H", "C", "O", "C", "C", "N", "C", "C", "O", "C", "H", "H", "H", "H", "H", "H", "H", "H", "H", "H", "H", "H", "H", "H", "H", "O", "N", "O", "B", "C", "C", "C", "S", "H", "H", "H", "H", "H", "H", "H", "H"], "positions_angstrom": [[-5.900, 1.594, 0.392], [-4.557, 1.760, -0.023], [-3.694, 2.247, 0.997], [-2.706, 1.187, 1.433], [-3.371, 0.119, 2.168], [-2.531, -1.045, 2.439], [-2.017, -1.849, 1.250], [-3.024, -2.533, 0.531], [-3.677, -1.778, -0.476], [-6.497, 1.381, -0.493], [-6.007, 0.760, 1.094], [-6.279, 2.506, 0.862], [-4.267, 2.620, 1.851], [-3.137, 3.087, 0.572], [-1.955, 1.647, 2.083], [-2.196, 0.821, 0.532], [-4.182, -0.184, 1.645], [-3.114, -1.724, 3.065], [-1.674, -0.720, 3.037], [-1.359, -2.627, 1.648], [-1.405, -1.243, 0.569], [-3.009, -1.040, -0.926], [-4.571, -1.280, -0.089], [-3.996, -2.473, -1.251], [8.914, -6.087, -2.849], [8.374, -5.204, -3.812], [7.549, -4.177, -3.270], [8.206, -2.822, -3.415], [9.363, -2.699, -2.538], [10.177, -1.510, -2.771], [10.876, -1.370, -4.119], [11.898, -2.321, -4.345], [11.474, -3.559, -4.886], [9.394, -6.902, -3.387], [9.663, -5.598, -2.217], [8.129, -6.505, -2.211], [7.295, -4.380, -2.226], [6.624, -4.174, -3.846], [7.480, -2.046, -3.154], [8.472, -2.699, -4.474], [9.948, -3.517, -2.650], [10.951, -1.494, -1.999], [9.552, -0.626, -2.610], [11.372, -0.396, -4.125], [10.169, -1.363, -4.958], [10.607, -3.440, -5.541], [11.239, -4.284, -4.102], [12.300, -3.961, -5.472], [-5.957, 2.612, 5.121], [-6.803, 3.146, 4.119], [-8.088, 3.540, 4.583], [-8.242, 5.044, 4.532], [-7.399, 5.693, 5.527], [-7.319, 7.145, 5.398], [-6.694, 7.719, 4.130], [-5.310, 7.458, 3.995], [-4.976, 6.221, 3.393], [-5.077, 2.208, 4.623], [-5.635, 3.377, 5.836], [-6.452, 1.802, 5.664], [-8.276, 3.158, 5.590], [-8.827, 3.093, 3.912], [-9.287, 5.303, 4.728], [-8.000, 5.362, 3.509], [-6.464, 5.313, 5.461], [-6.734, 7.510, 6.245], [-8.326, 7.559, 5.507], [-6.785, 8.807, 4.191], [-7.230, 7.413, 3.224], [-5.721, 5.916, 2.653], [-4.855, 5.428, 4.136], [-4.019, 6.350, 2.887], [4.053, -4.642, -2.101], [4.498, -3.663, -2.512], [3.531, -2.590, -2.518], [2.563, -2.747, -3.484], [1.299, -1.831, -3.498], [0.290, -2.167, -2.399], [-0.252, -3.602, -2.470], [-1.965, -3.624, -3.106], [2.709, -3.603, -4.300], [0.854, -1.886, -4.486], [1.627, -0.803, -3.347], [-0.551, -1.493, -2.515], [0.736, -1.986, -1.428], [-0.330, -3.989, -1.464], [0.355, -4.267, -3.069], [-1.843, -4.383, -4.197]], "lowdin_charge": [-0.109, -0.191, -0.215, -0.215, -0.048, -0.199, -0.232, -0.182, -0.111, 0.088, 0.079, 0.084, 0.113, 0.122, 0.123, 0.106, 0.070, 0.119, 0.117, 0.121, 0.105, 0.086, 0.074, 0.057, -0.116, -0.192, -0.232, -0.213, -0.049, -0.202, -0.231, -0.178, -0.100, 0.088, 0.079, 0.087, 0.116, 0.101, 0.122, 0.107, 0.070, 0.118, 0.117, 0.120, 0.110, 0.088, 0.072, 0.087, -0.110, -0.207, -0.217, -0.218, -0.051, -0.201, -0.229, -0.177, -0.103, 0.081, 0.080, 0.088, 0.122, 0.121, 0.124, 0.106, 0.070, 0.119, 0.117, 0.121, 0.110, 0.087, 0.072, 0.087, 0.118, 0.001, 0.035, -0.301, -0.147, -0.289, -0.524, 0.729, 0.093, 0.102, 0.109, 0.079, 0.106, 0.060, 0.066, -0.162], "smiles": "COCCNCCOC.COCCNCCOC.COCCNCCOC.O=NOBCCCS", "homo_energy_ev": -8.7, "molar_mass_g_mol": 532.55}

***

[3]
{"formula": "C21H54N7O7P2", "method": "wB97M-V/def2-TZVPD", "symbols": ["C", "O", "C", "C", "C", "C", "C", "N", "C", "C", "O", "O", "C", "O", "O", "H", "H", "H", "H", "H", "H", "H", "H", "H", "H", "H", "H", "H", "H", "H", "H", "H", "H", "O", "P", "N", "C", "C", "N", "C", "C", "N", "C", "C", "H", "H", "H", "H", "H", "H", "H", "H", "H", "H", "H", "H", "H", "H", "H", "H", "H", "H", "O", "P", "N", "C", "C", "N", "C", "C", "N", "C", "C", "H", "H", "H", "H", "H", "H", "H", "H", "H", "H", "H", "H", "H", "H", "H", "H", "H", "H"], "positions_angstrom": [[4.007, 2.513, 0.258], [3.445, 1.264, 0.605], [2.274, 0.974, -0.165], [2.687, 0.445, -1.538], [1.655, 0.557, -2.688], [0.657, 1.704, -2.595], [1.326, 3.077, -2.580], [1.888, 3.414, -3.888], [3.315, 3.736, -3.865], [3.801, 3.664, -5.315], [5.102, 4.209, -5.497], [5.968, 3.167, -5.992], [3.631, 5.072, -3.152], [3.635, 5.002, -1.896], [3.821, 6.082, -3.864], [4.533, 2.494, -0.699], [3.266, 3.313, 0.188], [4.733, 2.800, 1.015], [1.762, 0.184, 0.382], [1.696, 1.898, -0.179], [3.627, 0.876, -1.872], [2.888, -0.620, -1.405], [2.224, 0.730, -3.607], [1.145, -0.395, -2.856], [-0.073, 1.631, -3.405], [0.071, 1.593, -1.674], [0.574, 3.812, -2.285], [2.121, 3.088, -1.841], [1.363, 4.156, -4.328], [3.813, 2.916, -3.338], [3.069, 4.168, -5.952], [3.801, 2.616, -5.612], [6.372, 2.847, -5.176], [0.361, -2.669, 2.949], [-0.028, -1.981, 4.219], [0.363, -0.374, 3.721], [1.362, 0.561, 4.186], [-0.484, 0.153, 2.666], [1.047, -2.754, 5.319], [2.008, -2.077, 6.173], [1.584, -4.040, 4.875], [-1.102, -1.414, 5.378], [-1.007, -0.162, 6.100], [-1.920, -2.440, 6.030], [0.901, 1.491, 4.553], [2.051, 0.836, 3.379], [1.961, 0.166, 5.000], [-1.446, 0.509, 3.069], [-0.691, -0.610, 1.918], [-0.011, 0.983, 2.141], [2.717, -1.459, 5.616], [2.600, -2.819, 6.710], [1.525, -1.484, 6.954], [2.445, -3.926, 4.205], [0.831, -4.621, 4.351], [1.896, -4.620, 5.747], [0.003, 0.074, 6.434], [-1.634, -0.223, 6.989], [-1.371, 0.681, 5.508], [-1.403, -2.890, 6.887], [-2.163, -3.239, 5.328], [-2.869, -2.023, 6.371], [-3.225, 0.501, -0.762], [-3.623, -0.776, -1.403], [-2.441, -1.888, -0.880], [-1.473, -2.664, -1.619], [-2.425, -2.129, 0.550], [-3.562, -0.311, -3.064], [-2.881, -1.040, -4.124], [-3.475, 1.131, -3.316], [-4.852, -1.895, -1.582], [-4.680, -3.290, -1.928], [-6.173, -1.336, -1.860], [-1.616, -3.743, -1.457], [-0.451, -2.421, -1.307], [-1.531, -2.496, -2.688], [-3.218, -2.829, 0.859], [-2.571, -1.193, 1.091], [-1.467, -2.540, 0.875], [-1.815, -1.183, -3.933], [-2.952, -0.476, -5.054], [-3.357, -2.000, -4.341], [-2.450, 1.512, -3.236], [-4.093, 1.689, -2.621], [-3.845, 1.340, -4.323], [-3.940, -3.458, -2.712], [-5.628, -3.682, -2.292], [-4.395, -3.894, -1.062], [-6.323, -1.159, -2.932], [-6.302, -0.385, -1.342], [-6.960, -2.001, -1.498]], "lowdin_charge": [-0.119, -0.207, -0.223, -0.157, -0.196, -0.212, -0.216, -0.008, -0.274, -0.181, -0.132, -0.053, -0.684, -0.074, -0.044, 0.075, 0.081, 0.083, 0.115, 0.102, 0.096, 0.105, 0.098, 0.087, 0.089, 0.100, 0.121, 0.078, 0.113, 0.130, 0.117, 0.111, 0.086, -0.279, 0.668, -0.324, -0.124, -0.120, -0.295, -0.126, -0.147, -0.321, -0.105, -0.129, 0.081, 0.084, 0.044, 0.079, 0.041, 0.084, 0.071, 0.076, 0.074, 0.086, 0.066, 0.075, 0.062, 0.084, 0.081, 0.077, 0.074, 0.077, -0.279, 0.619, -0.311, -0.121, -0.130, -0.284, -0.128, -0.132, -0.322, -0.106, -0.125, 0.082, 0.085, 0.041, 0.076, 0.059, 0.068, 0.064, 0.078, 0.072, 0.071, 0.067, 0.078, 0.064, 0.082, 0.077, 0.079, 0.077, 0.076], "homo_energy_ev": -4.1, "charge": -1, "molar_mass_g_mol": 578.65}

***

Going through the records in order, we get energy values of -115837.77915, -56482.02818, -65990.30781 eV.